# 1
Below is a molecular structure, C18H6Cl5FGaN5O11 in a non-equilibrium geometry, with properties calculated with the ωB97M-V functional and the def2-TZVPD basis.

Calculated values
* HOMO level: -9.5 eV
* orbital gap: 7.3 eV

The geometry in XYZ format:
```
47
Properties=species:S:1:pos:R:3:forces:R:3
Ga 0.733 -0.039 0.837 -0.020 0.521 0.557
Cl -1.191 0.760 -1.098 -0.849 -0.151 -0.704
C -0.265 2.132 -0.681 0.702 0.563 0.354
C 0.826 1.839 0.116 0.018 -0.779 0.253
C 1.663 2.841 0.564 -0.563 -0.135 -0.471
Cl 2.916 2.327 1.605 0.701 0.323 0.380
C 1.434 4.165 0.192 -0.131 -0.093 0.063
Cl 2.464 5.426 0.723 0.110 -0.049 0.101
C 0.308 4.458 -0.587 0.017 -0.315 0.079
Cl -0.055 6.078 -0.965 -0.015 0.277 -0.102
C -0.553 3.445 -1.033 0.136 -0.094 0.042
Cl -1.935 3.823 -1.953 -0.198 -0.055 -0.165
O 1.383 4.111 6.444 0.391 -0.026 0.438
N 0.482 4.354 5.679 -0.014 -0.070 -0.133
O -0.130 5.392 5.615 -0.287 0.504 0.022
C 0.113 3.311 4.742 -0.151 -0.938 -0.600
C 0.787 2.103 4.789 0.163 0.130 0.103
C 0.517 1.130 3.839 -1.071 1.234 -0.172
C -0.523 1.287 2.868 0.158 0.418 0.395
O -0.786 0.408 1.986 0.107 -0.818 -0.552
C -1.223 2.530 2.922 0.661 -0.358 0.525
C -0.884 3.538 3.792 -0.034 0.003 0.107
N -2.251 2.768 1.927 0.111 0.059 -0.054
O -2.929 1.836 1.582 -0.436 -0.219 -0.041
O -2.328 3.898 1.497 -0.146 0.597 -0.173
N 1.269 -0.063 3.824 0.243 -0.493 0.065
O 1.509 -0.595 2.713 0.250 -0.235 -0.206
O 1.665 -0.540 4.849 0.146 0.040 -0.126
H 1.555 1.952 5.537 -0.019 -0.024 -0.072
H -1.386 4.496 3.740 0.039 -0.074 0.002
F 4.291 0.442 -3.871 0.132 -0.195 0.009
C 4.202 -0.836 -3.471 -0.538 0.226 0.192
C 3.194 -1.205 -2.659 0.679 0.575 -0.690
N 3.058 -2.493 -2.227 0.181 -0.458 0.088
C 1.972 -2.916 -1.371 -0.186 -0.208 -0.010
C 1.595 -1.857 -0.369 0.633 -1.119 -0.927
O 2.424 -1.025 0.035 0.017 0.671 0.516
O 0.391 -1.799 0.008 -0.707 0.711 0.652
C 3.912 -3.497 -2.670 -0.242 0.364 0.081
O 3.769 -4.647 -2.337 0.053 -0.535 0.106
N 4.905 -3.076 -3.514 0.351 -0.234 -0.170
C 5.189 -1.788 -3.974 -0.330 -0.049 0.225
O 6.125 -1.575 -4.697 0.098 0.198 -0.125
H 2.479 -0.469 -2.318 0.036 -0.060 -0.053
H 2.309 -3.820 -0.846 -0.170 0.204 -0.059
H 1.085 -3.182 -1.957 0.086 0.018 0.146
H 5.523 -3.808 -3.851 -0.111 0.145 0.107
```
Positions in Å, forces in eV/Å.

natural (NBO) atomic charge list, values in e, 4 entries: 1.7842, 0.1143, -0.1061, -0.4791



# 2
Below is a molecular structure, C44H38BBr2N12O7Ti in a non-equilibrium geometry, with properties calculated with the ωB97M-V functional and the def2-TZVPD basis.

Calculated values
* HOMO level: -3.0 eV
* total charge: -1
* orbital gap: 4.1 eV

The geometry in XYZ format:
```
105
Properties=species:S:1:pos:R:3:forces:R:3
Ti 0.538 1.150 0.456 0.632 -0.618 -2.052
Br 5.103 1.700 6.006 -0.161 -0.031 -0.296
C 4.045 1.649 4.421 0.823 -0.406 -0.479
C 4.577 1.168 3.223 -0.540 0.358 0.825
C 3.730 1.156 2.126 0.385 -0.275 -0.269
N 2.479 1.585 2.114 -0.868 1.032 1.511
C 1.990 2.124 3.270 2.545 -1.343 -0.216
C 2.767 2.132 4.452 -1.071 0.267 -0.555
C 0.744 2.836 3.198 -2.126 1.522 -0.311
C 0.118 3.354 4.358 0.809 -0.796 -0.603
C -0.892 4.262 4.209 -0.666 0.618 -0.529
Br -1.741 4.993 5.747 0.121 -0.109 -0.221
C -1.274 4.678 2.935 0.339 -0.335 0.767
C -0.671 4.046 1.860 -0.270 0.385 -0.161
N 0.281 3.131 1.951 0.920 -0.249 1.565
H 5.596 0.834 3.147 0.114 -0.103 -0.038
H 4.118 0.776 1.194 -0.055 -0.053 -0.057
H 2.376 2.571 5.355 0.037 -0.006 0.053
H 0.437 3.050 5.343 -0.015 0.012 -0.023
H -2.019 5.440 2.782 -0.119 0.028 -0.039
H -0.983 4.347 0.874 0.000 -0.197 -0.187
C -3.770 -2.625 -3.563 0.021 -0.135 0.073
C -3.052 -3.629 -2.710 -0.035 0.060 0.021
C -3.278 -4.990 -2.839 0.112 0.020 0.042
C -2.563 -5.905 -2.083 -0.022 -0.180 -0.034
C -1.608 -5.466 -1.184 -0.098 0.030 -0.005
C -1.380 -4.113 -1.020 0.046 0.030 -0.108
C -2.100 -3.193 -1.778 0.012 -0.269 0.068
N -1.875 -1.819 -1.678 -0.062 0.216 -0.285
C -1.297 -1.140 -0.615 0.366 0.314 -0.521
N -1.781 -1.576 0.572 -0.573 -0.406 0.442
C -1.352 -1.651 1.911 0.634 0.413 0.190
C -0.455 -0.718 2.488 -0.511 -1.928 1.225
C -0.051 -0.929 3.817 -0.043 0.431 -0.708
C -0.520 -1.999 4.543 -0.193 -0.179 0.151
C -1.434 -2.875 3.984 0.164 0.135 0.116
C -1.862 -2.709 2.674 -0.058 0.209 -0.057
C -2.886 -3.664 2.109 0.194 0.040 0.074
N -0.549 -0.106 -0.883 -0.667 -0.272 0.324
C -0.210 0.106 -2.254 -0.004 0.011 -0.765
C -0.895 1.121 -2.924 0.092 -0.235 0.177
C -0.531 1.529 -4.190 -0.079 0.035 -0.004
C 0.517 0.894 -4.833 -0.089 -0.044 -0.031
C 1.096 -0.212 -4.241 -0.047 0.108 0.048
C 0.723 -0.658 -2.975 -0.093 -0.060 0.161
C 1.235 -2.001 -2.540 -0.069 0.001 0.067
H -4.611 -3.087 -4.075 -0.016 -0.009 -0.076
H -3.088 -2.222 -4.316 -0.082 0.124 -0.058
H -4.141 -1.797 -2.959 -0.015 0.091 -0.028
H -4.020 -5.340 -3.544 -0.051 0.010 -0.075
H -2.740 -6.961 -2.211 -0.045 -0.150 -0.005
H -1.031 -6.176 -0.612 0.065 -0.078 0.084
H -0.624 -3.767 -0.330 0.187 0.138 0.078
H -1.876 -1.310 -2.552 0.052 -0.005 0.182
H -2.481 -2.290 0.413 0.027 0.348 -0.098
H 0.648 -0.224 4.247 0.074 0.039 0.011
H -0.193 -2.140 5.562 0.066 -0.033 0.115
H -1.805 -3.703 4.571 -0.116 -0.084 0.000
H -3.259 -4.318 2.894 0.038 -0.032 0.028
H -2.457 -4.287 1.324 -0.099 -0.052 -0.050
H -3.750 -3.138 1.699 -0.084 0.036 -0.079
H -1.730 1.572 -2.419 -0.029 0.081 -0.065
H -1.067 2.339 -4.660 -0.043 0.108 -0.079
H 0.834 1.216 -5.812 0.092 0.059 -0.156
H 1.849 -0.771 -4.775 0.127 -0.098 -0.071
H 2.303 -2.080 -2.719 0.125 -0.032 0.005
H 0.749 -2.774 -3.141 -0.069 -0.036 -0.064
H 1.037 -2.224 -1.497 0.029 0.012 0.208
B -2.870 3.009 -0.922 -0.088 -0.196 0.151
N -1.406 3.432 -1.204 -0.143 0.316 0.027
C -1.185 4.547 -1.907 0.263 0.033 -0.032
C 0.175 4.762 -1.983 -0.118 -0.047 0.026
C 0.723 3.699 -1.277 0.072 0.389 -0.220
N -0.236 2.887 -0.821 0.493 0.194 -0.002
N -2.953 1.861 0.085 -0.372 -0.302 -0.166
C -4.093 1.194 0.321 -0.108 -0.153 0.093
C -4.019 0.642 1.583 -0.111 0.097 -0.019
C -2.765 1.035 2.047 -0.220 0.267 0.014
N -2.128 1.755 1.128 0.122 0.316 0.225
H -3.413 2.672 -1.941 -0.109 -0.095 -0.249
H -3.437 3.959 -0.447 -0.073 0.349 0.063
H -2.006 5.116 -2.297 -0.201 0.048 -0.041
H 0.701 5.545 -2.489 0.078 0.185 -0.055
H 1.766 3.524 -1.101 -0.033 -0.196 0.044
H -4.890 1.195 -0.396 -0.120 -0.006 -0.197
H -4.753 0.051 2.094 -0.150 -0.119 0.063
H -2.331 0.852 3.011 0.190 -0.122 0.048
O 6.759 -2.269 -2.094 -0.280 -0.156 0.250
N 5.771 -2.493 -1.400 1.059 -1.102 -0.248
O 5.560 -3.578 -0.863 0.158 0.527 -0.279
C 4.825 -1.452 -1.215 -1.330 1.611 0.232
C 3.685 -1.705 -0.453 0.082 -0.074 0.130
C 2.755 -0.678 -0.289 -0.515 0.582 -0.216
C 2.950 0.630 -0.859 1.866 -0.912 -0.746
O 2.003 1.465 -0.667 0.376 0.710 -0.440
C 4.141 0.844 -1.599 -1.055 -1.228 1.077
C 5.048 -0.200 -1.792 0.625 -0.419 -0.196
N 4.440 2.134 -2.101 0.263 0.920 -0.470
O 5.252 2.231 -3.013 -0.116 0.043 0.122
O 3.890 3.097 -1.579 0.278 -0.062 -0.216
N 1.570 -0.719 0.354 0.517 2.070 -0.242
O 1.086 -1.855 0.702 -0.332 -1.269 0.343
O -0.061 0.346 1.851 -0.872 -0.768 2.016
H 3.522 -2.667 0.009 -0.123 0.017 -0.068
H 5.942 -0.037 -2.373 -0.040 0.072 0.024
```
Positions in Å, forces in eV/Å.

Löwdin atomic charge list, values in e, 4 entries: 1.1141, 0.7361, -0.6570, -0.0609



# 3
Below is a molecular structure, C4H6FN in a non-equilibrium geometry, with properties calculated with the ωB97M-V functional and the def2-TZVPD basis.

Calculated values
* HOMO level: -12.3 eV
* orbital gap: 12.6 eV

The geometry in XYZ format:
```
12
Properties=species:S:1:pos:R:3:forces:R:3
C 1.398 -0.427 0.628 1.996 -1.710 1.858
C -0.958 -0.994 0.267 -1.291 2.882 1.118
C 0.344 1.002 -0.852 -3.297 1.787 -1.747
C 0.133 0.071 0.289 -2.917 2.439 1.400
N 2.351 -1.022 0.885 -0.342 0.580 -0.279
F -0.369 1.106 1.498 1.274 -2.507 -2.306
H -1.951 -0.403 0.130 1.540 -0.962 1.036
H -0.985 -1.527 -0.636 0.764 -1.337 -1.042
H -0.828 -1.547 1.214 -0.736 -0.112 -0.762
H 0.312 2.052 -0.382 1.188 -1.512 -1.037
H -0.602 1.084 -1.568 1.729 -0.559 1.509
H 1.156 0.603 -1.474 0.090 1.010 0.253
```
Positions in Å, forces in eV/Å.

natural (NBO) atomic charge list, values in e, 4 entries: 0.2181, -0.6247, -0.6640, 0.2747



# 4
Below is a molecular structure, C36H41ClHgN11O5SSe2Te2 in a non-equilibrium geometry, with properties calculated with the ωB97M-V functional and the def2-TZVPD basis.

Calculated values
* HOMO level (alpha / beta): -0.4 / -1.7 eV
* 2S+1: 2
* total charge: -2
* expectation value of S²: 0.76
* orbital gap (alpha / beta): 3.8 / 5.2 eV

The geometry in XYZ format:
```
100
Properties=species:S:1:pos:R:3:forces:R:3
Hg 0.178 -1.403 -1.786 1.025 2.611 -1.439
C 5.327 0.760 2.904 -0.137 -0.051 -0.103
C 4.685 0.219 1.650 0.061 -0.020 0.036
C 4.711 -1.151 1.381 0.070 0.113 0.035
C 4.149 -1.671 0.230 -0.173 -0.042 -0.022
C 3.537 -0.815 -0.677 -0.027 0.352 -0.109
C 3.488 0.546 -0.419 -0.060 -0.008 0.034
C 4.054 1.057 0.745 0.002 -0.052 -0.050
S 2.947 -1.300 -2.302 0.650 -0.977 -0.981
O 4.142 -1.351 -3.118 0.170 0.379 0.032
O 1.976 -0.259 -2.682 0.880 -0.159 0.133
N 2.146 -2.687 -2.320 0.950 0.240 0.356
C 2.786 -3.898 -2.020 0.652 0.391 -0.136
C 4.201 -4.063 -2.017 -0.230 0.088 -0.074
C 4.744 -5.260 -1.610 -0.030 0.111 -0.035
C 3.908 -6.316 -1.259 0.023 -0.151 0.056
C 2.551 -6.102 -1.370 -0.113 0.198 0.000
N 2.014 -4.941 -1.736 -0.543 0.149 -0.055
H 6.284 0.268 3.088 -0.004 0.022 0.041
H 4.686 0.585 3.772 0.041 0.018 0.018
H 5.501 1.833 2.820 -0.002 -0.014 0.031
H 5.186 -1.817 2.094 -0.038 -0.028 -0.039
H 4.156 -2.736 0.060 0.001 -0.031 0.002
H 2.995 1.193 -1.134 0.013 0.009 0.069
H 4.002 2.124 0.942 0.024 -0.031 -0.021
H 4.817 -3.237 -2.333 0.117 -0.068 0.053
H 5.822 -5.371 -1.558 -0.010 0.007 -0.057
H 4.296 -7.265 -0.912 -0.008 0.006 -0.035
H 1.830 -6.878 -1.128 0.029 -0.037 0.000
N -1.112 -5.451 -4.191 0.048 0.103 0.025
C -0.821 -4.372 -4.965 -0.022 0.164 -0.039
N -0.616 -4.663 -6.266 -0.080 -0.190 0.116
C -0.496 -3.579 -7.028 -0.020 0.163 0.138
N -0.396 -3.806 -8.394 -0.050 -0.016 0.000
N -0.516 -2.330 -6.630 0.058 0.271 0.090
C -0.670 -2.132 -5.279 -0.078 0.237 -0.064
N -0.817 -3.160 -4.410 -0.059 -0.140 0.071
C -0.727 -0.764 -4.836 -0.032 0.238 0.136
C -0.606 0.273 -5.817 -0.034 -0.208 0.336
C -0.770 1.584 -5.490 -0.039 -0.072 -0.056
C -1.078 1.921 -4.148 -0.081 0.128 0.005
C -1.128 0.908 -3.231 -0.148 -0.231 0.125
N -0.949 -0.401 -3.493 0.423 -0.207 -1.124
H -0.919 -6.349 -4.591 0.028 -0.021 -0.003
H -1.122 -5.366 -3.192 0.043 0.078 0.210
H -0.042 -4.716 -8.631 0.041 -0.054 0.015
H -0.006 -3.036 -8.907 0.073 0.061 0.009
H -0.388 -0.039 -6.823 0.012 0.013 -0.130
H -0.686 2.360 -6.243 0.043 -0.036 -0.025
H -1.258 2.942 -3.839 0.020 -0.020 0.034
H -1.344 1.139 -2.195 0.118 -0.005 0.102
Se -2.045 -1.941 -0.874 -3.298 -0.312 0.512
Te -3.705 -2.084 0.999 0.081 0.181 0.245
Te -1.619 -5.496 0.273 -0.013 -0.607 -0.010
Se -0.506 -3.661 -0.884 -0.330 -2.463 1.731
O 1.084 -1.792 0.258 -0.352 -0.887 0.102
O 0.574 -3.138 0.506 0.231 0.511 -0.263
C -3.639 1.763 6.187 0.012 0.094 -0.059
C -3.314 1.355 4.739 -0.077 -0.019 0.039
C -4.585 0.713 4.151 0.069 -0.011 0.072
C -2.211 0.291 4.767 -0.071 0.012 -0.024
C -2.898 2.611 3.891 0.306 -0.356 0.027
O -3.968 3.575 3.919 -0.007 -0.057 -0.090
C -1.607 3.275 4.423 -0.142 0.171 -0.238
C -1.377 4.730 3.969 -0.025 -0.119 -0.043
C -1.107 4.950 2.498 -0.021 0.049 0.093
C -1.954 5.744 1.732 -0.060 0.030 -0.021
C -1.726 5.950 0.378 0.012 -0.010 0.023
C -0.638 5.338 -0.218 0.015 -0.004 0.018
Cl -0.350 5.577 -1.917 0.007 -0.014 -0.025
C 0.229 4.547 0.520 0.081 -0.023 0.021
C 0.001 4.378 1.877 -0.046 0.002 -0.035
C -2.833 2.280 2.381 0.017 0.196 0.182
N -1.684 1.566 1.824 -0.118 0.035 -0.144
C -1.654 1.119 0.558 -0.033 -0.058 0.189
N -0.470 0.639 0.265 0.270 0.376 -0.144
C 0.224 0.806 1.416 -0.188 -0.012 -0.004
N -0.466 1.371 2.386 0.044 0.077 0.042
H -3.859 0.862 6.763 -0.023 0.041 -0.014
H -4.528 2.403 6.239 0.035 -0.054 0.036
H -2.812 2.273 6.685 -0.039 -0.046 0.019
H -5.070 0.103 4.918 0.021 0.017 -0.048
H -4.350 0.049 3.317 -0.022 0.062 -0.026
H -5.292 1.477 3.821 -0.032 -0.054 0.030
H -2.556 -0.560 5.363 0.026 0.069 0.010
H -1.283 0.669 5.202 -0.010 -0.043 -0.024
H -2.002 -0.093 3.769 0.040 0.009 0.060
H -4.117 3.812 4.839 -0.021 -0.029 0.036
H -0.766 2.654 4.129 0.089 -0.020 0.083
H -1.643 3.300 5.515 0.004 -0.052 -0.027
H -0.520 5.110 4.533 -0.022 0.010 0.027
H -2.243 5.332 4.251 0.055 0.049 0.026
H -2.822 6.203 2.195 0.038 -0.057 0.009
H -2.386 6.572 -0.212 -0.003 -0.034 0.010
H 1.069 4.064 0.038 -0.043 0.025 -0.005
H 0.680 3.764 2.454 -0.031 -0.041 -0.035
H -2.914 3.237 1.872 0.014 0.036 -0.078
H -3.712 1.693 2.124 -0.019 -0.004 -0.057
H -2.523 1.102 -0.084 0.008 0.096 0.046
H 1.243 0.479 1.539 -0.027 -0.037 0.020
```
Positions in Å, forces in eV/Å.

Löwdin atomic charge list, values in e, 4 entries: 0.8618, -0.0637, -0.2849, -0.0363



For the records above, the corresponding energy relative to the best compared isomer or geometry (same formula, charge and spin) values read 84.17; 125.10; 133.47; 342.62 kJ/mol.